Record 1
Density functional theory data (ωB97M-V/def2-TZVPD) for a cluster of 10 separate species, C28H56N4O6S6 in total in a non-equilibrium geometry.

Geometry as XYZ:
```
100
Properties=species:S:1:pos:R:3:forces:R:3:lowdin_charge:R:1
C 2.320650 -1.484287 4.968116 1.3322 -0.3142 0.2896 -0.238
S 3.345427 -2.188425 6.370465 2.3215 -2.0450 -0.2816 0.832
O 4.682742 -2.849807 5.826982 -3.1890 1.6650 0.6730 -0.601
C 3.973407 -0.689772 7.167393 0.1614 0.2621 -1.3723 -0.279
H 1.777235 -0.591969 5.278843 0.0130 -0.1469 0.0395 0.049
H 1.676715 -2.284619 4.603531 -0.0853 0.0560 0.3640 0.040
H 3.034565 -1.281090 4.169902 0.0241 0.3102 0.0412 0.048
H 4.815444 -0.838693 7.843343 -0.5529 -0.7444 0.2887 0.055
H 3.160625 -0.096473 7.586294 0.1965 0.1005 -0.1058 0.052
H 4.471188 -0.263741 6.296307 -0.2233 0.8632 0.0563 0.043
C 3.688200 7.224813 -0.730577 -0.1638 -0.8196 1.1332 -0.256
S 4.777935 7.884545 0.629086 -1.4073 0.6685 0.7933 0.832
O 3.916775 8.780621 1.541117 1.1539 -1.8563 -1.3830 -0.592
C 5.276405 6.304450 1.504011 -0.8772 0.9940 -0.3608 -0.246
H 3.095110 8.052601 -1.119310 0.5318 0.0125 -0.2622 0.046
H 2.982983 6.475598 -0.370792 -0.1940 0.2284 0.6296 0.043
H 4.258928 6.613888 -1.429952 0.3874 0.7591 -0.3614 0.044
H 5.628595 6.701348 2.456133 0.5997 -0.1600 -0.2242 0.041
H 6.013513 5.880919 0.821807 0.2535 -0.0565 0.4606 0.041
H 4.502841 5.578411 1.754157 -0.3157 0.2106 -0.4058 0.049
C 0.196737 6.951936 5.631610 -1.1671 -0.0765 -0.3542 -0.265
S 0.391960 5.438996 4.574280 -1.4255 -2.4360 1.8725 0.861
O 0.196037 4.197575 5.509242 0.8242 2.3437 -1.4326 -0.619
C -1.203887 5.352994 3.609824 -0.3759 0.3952 0.2038 -0.243
H -0.695504 6.949371 6.257694 -0.1360 -0.7572 0.0260 0.049
H -0.007877 7.801479 4.980069 0.6896 0.0973 -0.2205 0.043
H 1.037008 7.094007 6.311227 0.2497 -0.1644 -0.5528 0.047
H -1.755516 4.452589 3.880140 0.6343 -0.2186 0.4977 0.046
H -1.063519 5.271773 2.531954 0.4199 0.4128 0.0847 0.038
H -1.903223 6.150966 3.859375 0.3145 0.3689 -0.1471 0.042
C 0.588853 0.601236 -2.665130 -0.0088 -0.0824 0.5682 -0.238
S 1.048247 0.748266 -0.873174 -1.4755 2.5536 -0.1174 0.860
O 0.514522 2.178836 -0.498758 1.0852 -2.6496 -0.5727 -0.615
C -0.241176 -0.364545 -0.277001 0.1788 -0.2523 0.7316 -0.288
H -0.138085 -0.207865 -2.735984 0.1595 0.0303 -0.2845 0.037
H 1.447303 0.442705 -3.317835 -0.0069 -0.0610 0.2180 0.040
H 0.111459 1.553614 -2.895709 0.0302 -0.0568 0.0715 0.044
H -1.189988 -0.004681 -0.674945 0.0049 -0.1550 0.1379 0.055
H -0.215390 -0.351225 0.812612 -0.1659 0.6659 0.0514 0.049
H -0.057271 -1.426298 -0.441211 0.1299 0.0702 -0.8304 0.059
C -0.547253 -7.596697 3.179777 0.1780 -0.6188 -0.3951 -0.256
S 0.069567 -6.984259 1.495424 1.1715 1.5777 2.1082 0.850
O 1.045572 -5.816675 1.802191 -1.6198 -2.1965 -0.7396 -0.605
C 1.065127 -8.505937 1.176102 -0.1511 1.0192 0.7097 -0.253
H -1.114160 -6.911859 3.810420 0.1033 0.4806 -0.6523 0.046
H 0.258985 -7.992578 3.797332 0.4707 0.3268 -0.2572 0.049
H -1.173481 -8.469522 2.995016 -0.2587 0.0794 -0.2907 0.036
H 1.084733 -8.709743 0.105501 -0.0871 -0.1960 0.2668 0.045
H 0.637975 -9.260940 1.836117 0.0850 -0.3374 -0.6095 0.033
H 2.048350 -8.233151 1.559442 0.0944 -0.0932 -0.1557 0.054
C -8.481800 -3.691136 -3.365945 0.3827 0.0004 0.7769 -0.263
S -6.988207 -3.753110 -2.292077 1.2169 -0.1546 -0.2931 0.803
O -7.278749 -3.979596 -0.838807 -0.4843 0.7294 -0.9935 -0.569
C -6.417904 -1.996398 -2.593051 -0.3954 -0.3483 0.1977 -0.250
H -8.115029 -3.589950 -4.387385 0.0177 0.4904 0.0759 0.047
H -9.129249 -2.891380 -3.006357 -0.1372 -0.0435 -0.3704 0.050
H -8.977358 -4.661797 -3.346893 0.0240 0.0614 0.4322 0.046
H -6.111235 -1.871141 -3.631492 -0.4296 -0.2501 -0.1821 0.044
H -5.513782 -1.753077 -2.034960 -0.1951 -0.4581 0.4282 0.043
H -7.208380 -1.296201 -2.322862 0.0033 0.0112 -0.0581 0.046
N 8.132242 0.874972 -5.369275 2.3974 0.4048 -1.2858 -0.026
C 8.177048 -0.466329 -5.596587 1.8069 -0.4042 0.9877 -0.125
C 7.171442 -1.032592 -4.809721 1.8222 -1.3620 -3.6291 -0.104
C 6.360624 0.027057 -4.590668 -2.8114 1.0914 3.8849 -0.156
C 7.072940 1.206454 -4.667280 -2.2564 0.4852 -0.0725 -0.149
H 8.861824 1.537697 -5.589724 -0.0696 -0.3871 -0.2043 0.155
H 9.022173 -0.800543 -6.180086 -0.0797 -0.5253 0.3036 0.103
H 6.997811 -2.087495 -4.656624 -0.2638 0.1342 -0.2783 0.100
H 5.382627 -0.186784 -4.185458 -0.1094 0.7590 0.4290 0.090
H 6.930241 2.230690 -4.355882 -0.4488 -0.2013 -0.1354 0.111
N -2.938203 3.833843 -1.962386 1.1337 0.6951 -2.1812 0.004
C -3.571037 4.407139 -3.087921 -0.3349 -1.5628 1.7949 -0.093
C -4.909413 4.222266 -2.802972 0.4714 3.1301 -4.2593 -0.164
C -5.054464 3.771175 -1.562582 -2.3154 -2.4763 3.7221 -0.165
C -3.859703 3.358954 -1.080793 1.6591 0.7800 0.3166 -0.132
H -1.944603 3.939174 -1.814867 -0.1365 -0.5392 0.1955 0.136
H -3.124243 4.779136 -3.998083 0.3988 -0.0719 0.4237 0.099
H -5.647706 4.597323 -3.496260 -0.3193 -0.1315 0.2356 0.097
H -5.955145 3.676269 -0.974212 -0.2188 -0.2679 -0.3499 0.101
H -3.527246 2.794609 -0.222074 -0.2589 0.3665 0.1578 0.114
N 2.744616 -5.425003 -6.221877 -0.8735 1.4486 -1.3776 -0.047
C 3.420466 -6.604424 -6.315154 0.3084 0.3236 1.5631 -0.136
C 3.776621 -6.953962 -5.006649 -0.6179 1.7624 -0.4552 -0.091
C 3.285299 -5.864396 -4.196501 -0.6968 0.6207 0.7494 -0.127
C 2.600748 -4.897626 -4.950931 2.1293 -2.9245 -0.7967 -0.105
H 2.430476 -4.906151 -7.029473 0.0801 -0.2895 0.0070 0.140
H 3.697128 -6.988236 -7.286002 -0.2191 -0.1861 0.1811 0.104
H 4.410641 -7.759996 -4.667908 -0.2554 -0.0119 -0.1147 0.083
H 3.343665 -5.739744 -3.125315 0.3129 -0.3816 0.0625 0.079
H 2.253159 -3.886532 -4.798377 -0.1636 -0.3575 0.1873 0.100
N -7.894114 0.741645 2.578994 0.6593 -0.5722 -0.9955 -0.003
C -6.800854 -0.038174 2.260792 0.2332 0.0220 0.2922 -0.128
C -5.784299 0.241971 3.175214 -0.9641 -1.2326 -0.8424 -0.115
C -6.344111 1.099757 4.123563 -0.2729 1.2790 -0.1023 -0.124
C -7.576462 1.517213 3.634764 -0.0555 -0.6541 2.2969 -0.161
H -8.779081 0.723282 2.092577 0.3158 0.0838 0.1300 0.148
H -6.881544 -0.846093 1.548645 0.1194 0.3476 -0.2811 0.101
H -4.816924 -0.238196 3.179859 -0.1224 -0.0020 0.1164 0.089
H -5.942543 1.337620 5.097497 0.1412 0.3998 -0.2454 0.091
H -8.333786 2.009131 4.227105 -0.0397 0.3121 -0.3920 0.104
```
Positions in Å, forces in eV/Å.

The total energy is -4159.6357 hartree. The HOMO energy comes out at -0.2952 Ha. The energy relative to the best compared isomer or geometry (same formula, charge and spin) is 125.4 kcal per mole.


Record 2
Density functional theory data (ωB97M-V/def2-TZVPD) for a cluster of 7 separate species, C28H56O21 in total in a non-equilibrium geometry.

Geometry as XYZ:
```
105
Properties=species:S:1:pos:R:3:forces:R:3:lowdin_charge:R:1
C 17.621050 -16.735960 6.895410 1.2446 -0.2751 0.8629 -0.058
C 17.951940 -18.149640 7.303300 -1.0047 -1.4757 0.8681 -0.228
O 18.632830 -18.179010 8.582580 -0.1881 -0.1463 0.8888 0.002
C 18.592290 -19.275100 9.415170 1.0180 0.4457 -0.8795 -0.576
O 18.056760 -20.315490 9.172180 -0.4017 -0.3053 -0.1422 0.136
O 19.332550 -18.995380 10.488640 1.0697 0.6354 -0.3897 -0.030
C 20.123700 -19.980570 11.221800 -1.2036 0.0359 0.0498 0.008
H 16.799000 -16.832520 6.186180 0.4573 0.7486 -0.3386 0.090
H 18.548730 -16.220500 6.646790 -0.3242 0.1867 -0.9956 0.083
H 17.312060 -16.179290 7.780140 -0.5510 -0.2313 0.0443 0.056
H 18.493300 -18.821750 6.637490 0.4439 0.6565 -0.4043 0.127
H 16.980270 -18.642540 7.335080 -0.0881 -0.3699 0.7684 0.112
H 20.646070 -20.726830 10.623180 -0.5532 0.0308 -0.4637 0.099
H 19.397110 -20.421990 11.903930 0.4762 -0.4191 0.1573 0.094
H 20.916130 -19.478220 11.776600 -0.4174 0.4496 -0.0539 0.071
C 15.538170 -16.570450 10.210140 -1.5325 -2.6349 -1.9514 -0.054
C 16.349970 -15.746010 11.083760 -0.2148 1.5535 1.4064 -0.221
O 17.371860 -16.547850 11.635000 2.1440 -0.5564 0.9522 0.025
C 18.411030 -16.103090 12.424530 -0.2227 1.2677 0.3130 -0.498
O 18.601600 -14.973240 12.882260 -0.8002 -2.2577 -1.2056 0.108
O 19.214610 -17.159880 12.638760 -2.4954 -0.5924 -0.5639 -0.027
C 20.240900 -17.055840 13.583180 1.1114 1.0128 -0.4742 -0.041
H 14.794660 -17.189820 10.711820 0.1745 -0.0359 0.7470 0.088
H 16.111060 -17.331410 9.680210 0.3328 0.2452 -0.2948 0.081
H 14.882950 -16.090130 9.483440 0.5539 0.7331 -0.0932 0.073
H 15.645210 -15.508580 11.880660 0.4855 0.8979 0.3785 0.098
H 16.725830 -14.847950 10.593550 0.1247 -0.0765 0.2718 0.110
H 19.929200 -16.497530 14.465920 0.1830 0.1250 -0.1457 0.099
H 20.989070 -16.547510 12.974960 0.7278 0.4205 0.9503 0.105
H 20.655390 -18.026030 13.857100 -0.5612 -0.1445 -0.2485 0.072
C 24.433020 -16.366320 13.960310 0.3147 -0.1305 -1.3617 -0.056
C 24.285010 -17.747160 13.273590 -0.0666 1.7607 1.6625 -0.202
O 24.253700 -18.476170 14.463690 -1.2160 -4.1911 1.9765 -0.040
C 23.574940 -19.665120 14.630910 0.0806 -0.2636 -0.5352 -0.479
O 22.636730 -20.090410 13.951330 1.8744 0.9456 1.5571 0.086
O 24.189290 -20.278340 15.687020 0.1340 1.3625 -0.7366 -0.025
C 23.696240 -21.434250 16.358160 -1.2529 0.0587 -0.8347 -0.030
H 23.682520 -16.213670 14.735910 -0.2408 0.0501 -0.3933 0.078
H 24.426200 -15.616710 13.169030 0.0662 0.4767 0.3979 0.075
H 25.390840 -16.414910 14.478320 0.0495 0.3855 -0.1423 0.080
H 25.256380 -18.001150 12.849280 -0.5492 -0.0663 -1.0740 0.130
H 23.348240 -17.837470 12.723680 0.4217 -0.2627 -0.4621 0.115
H 23.548540 -22.224230 15.621800 0.1447 -0.2183 0.1974 0.096
H 22.722270 -21.193780 16.784380 -0.0257 -0.0895 0.1669 0.086
H 24.380280 -21.720320 17.157130 0.1405 0.2520 -0.3663 0.098
C 9.999830 -10.020670 11.448760 0.3340 -0.3642 0.5742 -0.059
C 10.181630 -10.704110 12.781320 0.2691 1.6986 0.6240 -0.252
O 10.729180 -11.982240 12.635640 -0.2689 -1.3783 -0.5564 0.038
C 12.041610 -12.184810 12.520320 2.4598 3.3648 2.1819 -0.559
O 12.953540 -11.354710 12.756690 -2.6570 -1.8719 -1.0756 0.081
O 12.224860 -13.445090 12.309770 -2.6718 -1.3669 0.5322 0.033
C 13.458350 -14.002890 12.154420 2.1104 -0.7398 -1.3499 -0.061
H 9.341460 -9.158050 11.551380 0.1138 0.0044 -0.0946 0.081
H 9.562480 -10.760390 10.778210 0.2411 0.3304 -0.4387 0.084
H 11.027070 -9.712240 11.254470 -0.2795 0.1281 -1.1551 0.082
H 9.233160 -10.733850 13.317630 0.2121 -0.6753 0.1761 0.125
H 10.907540 -10.111610 13.338190 -0.2245 0.0626 0.4220 0.120
H 13.576400 -15.055230 12.412740 -1.0730 -0.0519 0.9647 0.084
H 14.231630 -13.455150 12.693050 0.1149 0.2308 -0.6064 0.115
H 13.518190 -14.106210 11.070980 1.3014 0.6396 -0.1458 0.089
C 18.308930 -11.575070 8.710840 0.0532 -1.4314 -0.3241 -0.047
C 17.549580 -12.822700 9.249950 0.4304 0.5552 -1.1797 -0.214
O 16.124600 -12.725800 9.252500 -0.9712 0.1863 0.0879 0.000
C 15.358050 -13.223310 8.230380 1.8106 -1.0092 -0.2865 -0.567
O 15.739080 -13.495280 7.105190 -0.6730 0.5925 1.2971 0.118
O 14.196110 -13.501840 8.789610 -1.9487 0.5255 0.9614 -0.041
C 13.037590 -14.077220 8.105590 1.9519 -0.4845 -1.2516 0.007
H 19.328010 -11.961340 8.729790 0.3647 0.4041 -0.0123 0.073
H 18.276770 -10.641330 9.272270 -0.3605 -0.3486 0.2784 0.075
H 18.096050 -11.374000 7.660900 -0.2650 -0.0278 0.0648 0.073
H 17.953000 -13.057100 10.235040 -0.7796 0.2967 0.4409 0.113
H 17.768850 -13.727420 8.682940 0.4059 0.2451 -0.5378 0.111
H 12.065120 -13.973210 8.586830 0.6095 0.6522 0.5645 0.095
H 13.284310 -15.137430 8.049060 -0.3387 -0.1145 -0.1972 0.085
H 13.029210 -13.678740 7.091080 -0.2587 -0.0338 0.0358 0.096
C 15.010910 -22.617480 11.576460 0.5054 -1.0584 -0.6772 -0.071
C 16.065210 -21.979040 12.522750 -1.5199 -2.0890 -2.1988 -0.237
O 15.710680 -20.652520 12.543450 0.2381 3.0279 1.7081 0.011
C 16.099940 -19.828010 13.576520 0.4615 -2.2978 0.0034 -0.512
O 16.912190 -20.124620 14.448990 -1.4972 0.9905 -1.6308 0.109
O 15.339470 -18.743980 13.451270 0.6746 -0.6705 -1.1276 0.016
C 15.574230 -17.737600 14.365350 0.1800 1.2871 1.9184 -0.065
H 13.947770 -22.390700 11.656480 0.1594 0.1067 0.8020 0.076
H 15.186880 -23.691840 11.630240 -0.4365 -0.2870 0.3437 0.070
H 15.222940 -22.467880 10.517800 0.3249 0.6970 -0.0003 0.069
H 16.949870 -22.151870 11.909900 0.7356 0.1961 0.8917 0.122
H 16.006360 -22.532450 13.459970 0.4900 0.6084 0.2602 0.129
H 16.603370 -17.664460 14.716930 0.1119 -0.4061 -0.1568 0.097
H 14.942570 -17.950810 15.227700 0.0352 0.3295 0.2220 0.106
H 15.340550 -16.743810 13.983400 -0.3388 -0.3076 -0.4466 0.089
C 23.065060 -18.031960 21.601400 -0.2030 -0.1883 -0.2981 -0.056
C 23.209350 -17.793300 20.131290 1.8011 1.9620 -0.4545 -0.317
O 22.236850 -18.443810 19.447660 -3.1493 -1.2016 -3.6476 0.006
C 21.947680 -18.078750 18.118620 1.6417 2.6512 0.3296 -0.466
O 22.377070 -17.035300 17.566000 -1.5471 -3.4921 1.6460 0.084
O 21.159690 -19.018790 17.622040 1.1631 -0.0023 1.4063 -0.013
C 20.325500 -18.858040 16.495220 -0.6072 -0.3336 0.1349 -0.020
H 22.165250 -17.525200 21.950160 0.2352 0.3909 0.1465 0.082
H 23.983290 -17.632040 22.031540 -0.2724 -0.2523 0.6132 0.085
H 22.852690 -19.078030 21.822130 0.6524 -0.1311 0.0622 0.080
H 24.145150 -18.051360 19.635520 0.6049 -0.4604 0.7106 0.131
H 23.179210 -16.722610 19.929270 -0.3383 0.3030 0.1019 0.122
H 20.719610 -19.435890 15.659240 0.2380 0.4779 -0.1619 0.082
H 20.121310 -17.804160 16.306160 0.1206 -0.2191 -0.2063 0.090
H 19.436800 -19.396750 16.824010 -0.3403 0.3563 -0.3546 0.105
```
Positions in Å, forces in eV/Å.

The total energy is -2680.4174 hartree. The HOMO energy comes out at -0.3835 Ha. As for the structure (SMILES): CCOC(=O)OC.CCOC(=O)OC.CCOC(=O)OC.CCOC(=O)OC.CCOC(=O)OC.CCOC(=O)OC.CCOC(=O)OC. The energy relative to the best compared isomer or geometry (same formula, charge and spin) is 121.1 kcal per mole.